DFT (ωB97M-V/def2-TZVPD) results for C3H6N2O2 as an isolated structure.

Values from the calculation:
ΔE to the lowest compared entry with this formula, charge and spin ... 155.1 kcal/mol
Molecular weight ... 102.1 g/mol
LUMO ... 0.1305 eV
Charge ... 0

CARTESIAN COORDINATES (ANGSTROEM)
O (-2.577, -0.360, -0.551)
O (1.573, 0.660, -0.781)
N (1.828, -0.475, 0.030)
N (-0.496, -1.312, -0.073)
C (-0.847, 1.284, 0.399)
C (-1.452, -0.207, -0.094)
C (0.927, -1.336, 0.193)
H (2.445, 1.426, -0.408)
H (-0.884, -2.107, -0.565)
H (-0.060, 1.048, 1.283)
H (-1.555, 2.301, 0.786)
H (-0.009, 1.478, -0.686)
H (1.109, -2.399, 0.468)